Arrangement one

The following is a quantum chemistry calculation of an isolated molecule of C2H2N2O4, from OMol25.

The SMILES is O=c1o[nH]o/c1=N/O.

Last column: Mulliken charge in e.
Atoms and positions in Å:
O: 0.780 1.741 -0.086  -0.616
C: -0.059 0.843 -0.153  0.879
O: -1.390 0.946 -0.144  -0.227
N: -2.045 -0.343 -0.142  -0.099
O: -0.934 -1.364 -0.109  -0.264
C: 0.259 -0.584 -0.076  0.272
N: 1.336 -1.156 -0.187  -0.302
O: 2.442 -0.284 -0.025  -0.331
H: -2.445 -0.373 0.844  0.301
H: 2.056 0.573 0.078  0.387

***

Arrangement two

The following is a quantum chemistry calculation of an isolated molecule of C2H2N2O4, from OMol25.

The SMILES is O=NO/[N+]([O-])=C1/CO1.

Last column: Mulliken charge in e.
Atoms and positions in Å:
O: -3.626 1.572 2.860  -0.352
N: -2.642 1.191 2.319  0.352
O: -2.270 -0.111 2.823  -0.243
N: -0.963 -0.546 2.266  0.625
O: -0.328 -1.262 3.002  -0.624
C: -0.901 -0.397 0.978  0.350
C: -0.087 0.132 -0.091  -0.296
O: -1.379 0.622 0.262  -0.340
H: 0.682 0.883 0.086  0.251
H: -0.103 -0.539 -0.811  0.278

***

The relative energies come out as arrangement one 0.0; arrangement two 87.4, with values in kcal/mol.

***

Arrangement one

The following is a quantum chemistry calculation of an isolated molecule of C4H10N4O, from OMol25.

The SMILES is [H]/N=C(/N)N(C)/C(CO)=N\[H].

Last column: Mulliken charge in e.
Atoms and positions in Å:
H: -0.039 -1.798 1.990  0.247
N: 0.201 -0.851 2.277  -0.794
C: -0.044 0.007 1.346  0.408
N: 0.075 1.336 1.652  -0.466
N: -0.749 -0.208 0.142  0.128
C: -1.692 -1.327 0.061  -1.089
C: -0.197 0.228 -1.025  0.389
C: 1.464 0.133 -0.950  -0.481
O: 2.036 1.404 -1.214  -0.514
N: -0.751 0.756 -2.047  -0.724
H: -1.629 1.217 -1.790  0.265
H: 0.235 1.974 0.881  0.269
H: 0.680 1.492 2.449  0.253
H: -2.363 -1.306 0.924  0.333
H: -2.292 -1.267 -0.852  0.350
H: -1.156 -2.281 0.046  0.379
H: 1.693 -0.562 -1.767  0.428
H: 1.977 -0.293 -0.086  0.300
H: 2.551 1.344 -2.035  0.319

***

Arrangement two

The following is a quantum chemistry calculation of an isolated molecule of C4H10N4O, from OMol25.

The SMILES is [H]/N=C\N(C)/C(N)=C(\N)O.

Last column: Mulliken charge in e.
Atoms and positions in Å:
H: -0.641 -1.054 -2.379  0.226
N: 0.195 -0.480 -2.490  -0.780
C: 0.423 0.233 -1.422  -0.083
N: -0.602 0.525 -0.392  0.090
C: -2.000 0.835 -0.620  -1.053
C: -0.011 0.266 0.786  0.497
N: -0.337 0.865 1.963  -0.402
C: 1.223 -0.396 0.500  -0.117
N: 1.324 -1.760 0.206  -0.557
O: 2.286 0.053 1.294  -0.554
H: 1.189 1.012 -1.489  0.424
H: -2.158 1.918 -0.620  0.281
H: -2.304 0.429 -1.586  0.393
H: -2.644 0.386 0.142  0.351
H: 0.355 0.737 2.691  0.247
H: -1.185 1.407 2.035  0.220
H: 0.949 -1.984 -0.718  0.282
H: 0.957 -2.379 0.918  0.184
H: 2.980 -0.612 1.181  0.350

***

Arrangement three

The following is a quantum chemistry calculation of a structure of composition C4H10N4O, from OMol25.

Last column: Mulliken charge in e.
Atoms and positions in Å:
C: 0.717 -1.570 -1.108  -0.976
N: 0.412 -0.155 -0.917  -0.253
C: 1.677 0.799 -0.510  0.119
O: 1.783 1.884 -1.033  -0.545
H: -0.040 0.289 -1.712  0.345
H: 2.520 0.128 -0.279  0.370
H: 1.209 -1.941 -0.208  0.351
H: -0.217 -2.112 -1.254  0.357
H: 1.389 -1.697 -1.957  0.343
C: -1.705 1.188 0.099  -1.501
C: -0.729 0.099 0.496  1.067
N: 0.607 0.781 1.134  0.308
N: 1.077 0.280 2.137  -0.674
N: -1.090 -0.966 1.160  -0.968
H: 0.347 -0.389 2.519  0.336
H: -2.071 -0.934 1.420  0.181
H: -1.188 2.038 -0.349  0.405
H: -2.423 0.774 -0.613  0.332
H: -2.273 1.506 0.975  0.405

***

The relative energies come out as arrangement one 0.0; arrangement two 29.3; arrangement three 60.6, with values in kcal/mol.

***

Arrangement one

The following is a quantum chemistry calculation of an isolated molecule of C4H10N4O, from OMol25.

The SMILES is CN/C(=N/N1CC1)NO.

Last column: Mulliken charge in e.
Atoms and positions in Å:
C: -2.817 -0.879 0.236  -0.816
N: -1.562 -0.794 -0.616  -0.308
C: -0.477 -0.010 -0.247  0.319
N: 0.719 -0.355 -0.525  -0.592
N: 1.647 0.531 -0.002  -0.219
C: 2.944 0.205 -0.665  -0.394
C: 2.691 -0.302 0.683  -0.447
N: -0.773 1.186 0.404  -0.225
O: -1.617 1.987 -0.402  -0.408
H: -3.388 -1.741 -0.031  0.358
H: -2.591 -0.975 1.304  0.307
H: -3.452 0.071 0.076  0.179
H: -1.210 -1.775 -0.739  0.339
H: 3.615 1.036 -0.772  0.256
H: 2.827 -0.483 -1.482  0.295
H: 3.266 0.160 1.461  0.265
H: 2.467 -1.384 0.698  0.303
H: 0.152 1.674 0.574  0.466
H: -2.442 1.847 0.044  0.322

***

Arrangement two

The following is a quantum chemistry calculation of a structure of composition C4H10N4O, from OMol25.

Last column: Mulliken charge in e.
Atoms and positions in Å:
C: -0.771 1.824 0.401  -1.069
N: 0.692 -0.393 1.335  -0.362
N: 0.850 -1.044 0.107  0.175
C: -0.946 0.344 0.506  0.642
N: 2.086 -1.489 -0.325  -0.627
C: -0.226 -0.651 -1.976  -0.367
C: -2.099 -0.281 0.789  -1.042
O: 1.722 0.661 1.332  -0.485
N: -0.014 -0.423 -0.736  0.224
H: 2.155 0.518 2.181  0.355
H: 1.995 -2.352 -0.846  0.249
H: 2.590 -0.773 -0.841  0.243
H: -1.534 2.308 1.012  0.369
H: 0.212 2.136 0.751  0.322
H: -0.893 2.162 -0.632  0.237
H: 0.381 -1.352 -2.536  0.257
H: -1.064 -0.143 -2.431  0.310
H: -2.949 0.306 1.109  0.273
H: -2.187 -1.358 0.803  0.297

***

Arrangement three

The following is a quantum chemistry calculation of an isolated molecule of C4H10N4O, from OMol25.

The SMILES is [H]/N=C(\NO)N(N)C(=C)C.

Last column: Mulliken charge in e.
Atoms and positions in Å:
H: -3.302 1.013 0.263  0.213
N: -2.275 1.259 0.364  -0.676
C: -1.456 0.316 0.101  0.242
N: -1.779 -1.056 -0.037  -0.173
O: -1.105 -1.566 -1.102  -0.402
N: -0.068 0.631 0.193  0.406
N: 0.299 1.871 -0.317  -0.894
C: 1.086 -0.079 -0.008  0.463
C: 2.013 0.232 -0.993  -0.827
C: 1.337 -0.964 1.257  -0.910
H: -2.828 -1.207 0.022  0.308
H: -0.636 -2.337 -0.659  0.358
H: 0.073 2.736 0.327  0.287
H: -0.385 2.143 -1.075  0.242
H: 3.074 -0.051 -0.930  0.259
H: 1.713 0.827 -1.836  0.318
H: 1.693 -0.417 2.198  0.239
H: 2.159 -1.782 0.985  0.282
H: 0.389 -1.569 1.246  0.262

***

The relative energies come out as arrangement one 0.0; arrangement two 84.9; arrangement three 23.5, with values in kcal/mol.